[1]
{
  "formula": "C8H7N3",
  "method": "ωB97M-V with the def2-TZVPD basis set",
  "molar_mass_g_mol": 145.16,
  "smiles": "c1ccc(-c2cnn[nH]2)cc1",
  "relative_energy_kj_mol": 227.0,
  "max_force_ev_per_a": 5.42,
  "species": ["C", "C", "C", "C", "C", "C", "N", "N", "N", "C", "C", "H", "H", "H", "H", "H", "H", "H"],
  "xyz": [[0.2178, -2.7552, 0.6920], [-0.7922, -2.2587, -0.1768], [-0.8012, -0.9749, -0.6511], [0.0942, -0.0017, -0.1250], [-0.0554, 1.4534, -0.4465], [-1.1965, 2.1250, -0.6133], [-0.9125, 3.4715, -0.8927], [0.3653, 3.5547, -0.9639], [0.9301, 2.3853, -0.7683], [0.9085, -0.4662, 0.8572], [1.0008, -1.7213, 1.3227], [0.3310, -3.7827, 1.0051], [-1.6105, -2.9490, -0.2783], [-1.4551, -0.5996, -1.3781], [-2.3043, 1.7929, -0.2335], [1.8971, 2.3880, -0.9477], [1.6728, 0.2317, 1.4131], [1.7099, -1.8933, 2.1850]],
  "lowdin_charge": [-0.038, -0.086, -0.034, -0.168, -0.216, -0.115, 0.001, -0.053, 0.059, -0.118, -0.099, 0.094, 0.100, 0.094, 0.167, 0.139, 0.150, 0.122]
}

=====

[2]
{
  "formula": "C2H5ClO2P",
  "method": "ωB97M-V with the def2-TZVPD basis set",
  "molar_mass_g_mol": 127.49,
  "total_charge": -1,
  "relative_energy_kj_mol": 217.5,
  "max_force_ev_per_a": 4.69,
  "species": ["C", "C", "O", "O", "P", "Cl", "H", "H", "H", "H", "H"],
  "xyz": [[1.7278, 1.0989, -0.0104], [0.8239, 0.1241, -0.1789], [0.0973, -2.6352, 0.3151], [-1.7855, -1.1537, -0.3880], [-0.5518, -1.3745, 0.4307], [-2.2779, 1.6174, -0.3176], [1.9108, 1.6003, -0.9009], [2.3941, 1.2932, 0.8190], [0.3708, 0.1491, -1.2026], [-1.9286, 0.3235, -0.4364], [-0.7808, -1.0432, 1.8700]],
  "lowdin_charge": [-0.121, -0.214, -0.408, -0.460, 0.305, 0.133, -0.002, 0.023, 0.025, -0.301, 0.019]
}

=====

[3]
{
  "formula": "C12H37NO6",
  "method": "ωB97M-V with the def2-TZVPD basis set",
  "molar_mass_g_mol": 291.43,
  "smiles": "COC[C@H](C)N.CCO.CCO.CCO.CCO.O",
  "relative_energy_kj_mol": 37.8,
  "max_force_ev_per_a": 2.90,
  "species": ["C", "O", "C", "C", "C", "N", "H", "H", "H", "H", "H", "H", "H", "H", "H", "H", "H", "C", "C", "O", "H", "H", "H", "H", "H", "H", "C", "C", "O", "H", "H", "H", "H", "H", "H", "C", "C", "O", "H", "H", "H", "H", "H", "H", "C", "C", "O", "H", "H", "H", "H", "H", "H", "O", "H", "H"],
  "xyz": [[5.1997, -1.6877, -1.0465], [5.3777, -3.0504, -0.7133], [5.3987, -3.3061, 0.6738], [3.9831, -3.5716, 1.1830], [3.8144, -3.2127, 2.6603], [3.5242, -4.9358, 0.9238], [4.2576, -1.3092, -0.6518], [5.1765, -1.5895, -2.1330], [6.0665, -1.0679, -0.8017], [6.0460, -4.1699, 0.8514], [5.8796, -2.4844, 1.2157], [3.3508, -2.8291, 0.6769], [4.6078, -3.6933, 3.2404], [2.8356, -3.4353, 3.0831], [3.9646, -2.1414, 2.8131], [2.5227, -4.9022, 1.1014], [3.5845, -5.1777, -0.0616], [7.0564, -10.8795, 8.2065], [7.0314, -10.4103, 6.7735], [8.1659, -11.0522, 6.0867], [6.2384, -10.3694, 8.7298], [7.9917, -10.6885, 8.7278], [6.7885, -11.9328, 8.2905], [7.0612, -9.3397, 6.6115], [6.1739, -10.9113, 6.3225], [7.9221, -11.9336, 5.7960], [5.3382, -8.4092, 4.2445], [5.2948, -7.1550, 3.4094], [3.9678, -6.8399, 2.9793], [4.8978, -8.1813, 5.2192], [6.3746, -8.6876, 4.4431], [4.8612, -9.2890, 3.8159], [6.0402, -7.1848, 2.6017], [5.6479, -6.2492, 3.9258], [4.1059, -6.2208, 2.2275], [3.2920, -10.0820, 8.2048], [1.8413, -10.2589, 7.7328], [1.9550, -10.5017, 6.3183], [3.8543, -11.0132, 8.1017], [3.3721, -9.8555, 9.2750], [3.8340, -9.3253, 7.6409], [1.3152, -9.3174, 7.8980], [1.3060, -11.0858, 8.1856], [2.0718, -9.6779, 5.8328], [9.0459, -8.6709, 2.0995], [8.8618, -9.7287, 3.1939], [9.4627, -9.3356, 4.3991], [8.6391, -7.7655, 2.5605], [8.4187, -8.8751, 1.2320], [10.0814, -8.5007, 1.8152], [9.2530, -10.7061, 2.8724], [7.7801, -9.8979, 3.2733], [8.9087, -9.7317, 5.1045], [1.9027, -7.7134, 4.9145], [2.7127, -7.1904, 4.8723], [1.9039, -8.2096, 4.0879]],
  "lowdin_charge": [-0.108, -0.185, -0.203, -0.431, -0.056, 0.044, 0.083, 0.088, 0.089, 0.130, 0.125, 0.126, 0.076, 0.081, 0.079, 0.096, 0.097, -0.089, -0.259, -0.110, 0.064, 0.080, 0.079, 0.109, 0.112, 0.095, -0.082, -0.319, -0.121, 0.067, 0.045, 0.091, 0.104, 0.110, 0.033, -0.104, -0.277, -0.110, 0.062, 0.071, 0.062, 0.107, 0.107, 0.032, -0.084, -0.360, -0.085, 0.063, 0.070, 0.070, 0.108, 0.089, 0.035, -0.057, 0.019, 0.045]
}

=====

[4]
{
  "formula": "C26H104O26",
  "method": "ωB97M-V with the def2-TZVPD basis set",
  "molar_mass_g_mol": 833.09,
  "relative_energy_kj_mol": 849.2,
  "max_force_ev_per_a": 2.48,
  "species": ["C", "O", "H", "H", "H", "H", "C", "O", "H", "H", "H", "H", "C", "O", "H", "H", "H", "H", "C", "O", "H", "H", "H", "H", "C", "O", "H", "H", "H", "H", "C", "O", "H", "H", "H", "H", "C", "O", "H", "H", "H", "H", "C", "O", "H", "H", "H", "H", "C", "O", "H", "H", "H", "H", "C", "O", "H", "H", "H", "H", "C", "O", "H", "H", "H", "H", "C", "O", "H", "H", "H", "H", "C", "O", "H", "H", "H", "H", "C", "O", "H", "H", "H", "H", "C", "O", "H", "H", "H", "H", "C", "O", "H", "H", "H", "H", "C", "O", "H", "H", "H", "H", "C", "O", "H", "H", "H", "H", "C", "O", "H", "H", "H", "H", "C", "O", "H", "H", "H", "H", "C", "O", "H", "H", "H", "H", "C", "O", "H", "H", "H", "H", "C", "O", "H", "H", "H", "H", "C", "O", "H", "H", "H", "H", "C", "O", "H", "H", "H", "H", "C", "O", "H", "H", "H", "H"],
  "xyz": [[0.9078, -13.5823, -5.6060], [2.0077, -14.3366, -6.0626], [0.2817, -13.3048, -6.4540], [0.3485, -14.2349, -4.9355], [1.1416, -12.6113, -5.1694], [1.6502, -15.1998, -6.2831], [6.5084, -13.7550, -9.5613], [7.3170, -12.6850, -9.0682], [5.5491, -13.2567, -9.7006], [6.7153, -14.2176, -10.5263], [6.3047, -14.4754, -8.7690], [7.1791, -12.6946, -8.1182], [4.9403, -15.3206, -4.9032], [5.9190, -16.2970, -4.5859], [5.2653, -14.4166, -4.3882], [4.8751, -15.1730, -5.9812], [3.9707, -15.6203, -4.5055], [6.7696, -15.8638, -4.4845], [3.0411, -19.4196, -7.6593], [2.1131, -19.5578, -6.5911], [3.2379, -20.4059, -8.0796], [2.5485, -18.7878, -8.3984], [3.9808, -18.9231, -7.4175], [2.3013, -20.3475, -6.0788], [3.3546, -15.5539, -8.8953], [4.1962, -15.9590, -9.9916], [2.3552, -15.3525, -9.2810], [3.3457, -16.4200, -8.2336], [3.6143, -14.6675, -8.3165], [4.9744, -16.3896, -9.6303], [3.2417, -11.7061, -7.8228], [3.9383, -12.4300, -6.8702], [2.8029, -12.4277, -8.5118], [2.3689, -11.1703, -7.4496], [3.8701, -10.9973, -8.3621], [3.2756, -12.9690, -6.4321], [6.9194, -17.6254, -10.6878], [6.5039, -17.2918, -9.3977], [7.1436, -18.6919, -10.7090], [6.1728, -17.3880, -11.4457], [7.8152, -17.1122, -11.0374], [7.2175, -17.5064, -8.7925], [6.5477, -20.4306, -6.0405], [7.6887, -20.5469, -6.8696], [6.7753, -20.9270, -5.0972], [6.4069, -19.3833, -5.7730], [5.6714, -20.9389, -6.4428], [7.8326, -21.4957, -6.8986], [0.3505, -16.7029, -7.3921], [1.4388, -17.0761, -6.5418], [0.2268, -15.6230, -7.4738], [0.6388, -17.1864, -8.3255], [-0.4963, -17.1941, -6.9129], [1.6360, -18.0147, -6.5846], [3.3260, -19.4167, -11.4518], [4.2145, -20.1451, -12.2055], [3.0756, -18.5992, -12.1278], [2.5016, -20.0796, -11.1890], [3.7090, -19.0188, -10.5120], [4.5700, -20.8894, -11.7143], [6.1364, -21.5438, -9.6230], [5.2446, -22.2653, -10.4938], [6.8678, -20.9147, -10.1303], [5.5470, -20.9639, -8.9128], [6.7303, -22.2537, -9.0472], [4.7116, -22.8676, -9.9697], [2.6941, -16.6916, -14.8630], [3.2113, -15.4052, -14.5964], [1.6112, -16.5778, -14.9147], [3.0865, -17.0673, -15.8080], [2.8447, -17.3633, -14.0179], [3.0777, -15.2436, -13.6596], [6.7757, -15.8210, -15.1188], [7.6201, -16.4900, -14.1724], [6.7442, -16.2922, -16.1012], [5.7826, -15.8198, -14.6694], [7.1688, -14.8139, -15.2575], [7.1931, -17.3266, -13.9742], [0.1279, -13.4464, -10.1839], [-0.4706, -12.7020, -9.1543], [-0.1688, -13.2400, -11.2122], [1.2084, -13.3116, -10.1340], [-0.0429, -14.4859, -9.9039], [-1.4302, -12.7003, -9.1803], [-3.2524, -15.3583, -9.0402], [-3.5768, -16.5463, -8.3933], [-3.7481, -15.2868, -10.0083], [-3.5704, -14.5689, -8.3593], [-2.1837, -15.3400, -9.2540], [-3.1527, -16.5014, -7.5332], [-2.3333, -15.0474, -5.6515], [-2.8098, -16.4624, -5.7544], [-1.8205, -14.9623, -4.6935], [-1.7174, -14.7484, -6.4996], [-3.2842, -14.5164, -5.6959], [-3.4130, -16.6198, -5.0243], [10.7435, -14.8770, -9.5579], [11.3582, -15.3328, -10.7426], [9.7155, -15.2378, -9.5255], [11.3523, -15.2965, -8.7570], [10.7714, -13.8042, -9.3668], [10.6676, -15.2979, -11.4085], [-0.0188, -16.9620, -11.9329], [-1.3426, -16.7291, -11.5087], [0.2442, -16.2334, -12.6998], [0.7928, -16.8718, -11.2109], [0.0494, -18.0000, -12.2586], [-1.8962, -16.8283, -12.2868], [8.9458, -13.8108, -12.6553], [9.4198, -15.1469, -12.5786], [9.2500, -13.3883, -13.6129], [7.8671, -13.8292, -12.5003], [9.3357, -13.1872, -11.8509], [8.8609, -15.5706, -13.2341], [6.9489, -11.4674, -5.9071], [6.6099, -12.7100, -6.4661], [6.6826, -10.6880, -6.6210], [6.2885, -11.3040, -5.0554], [7.9960, -11.3520, -5.6274], [5.6521, -12.7057, -6.5314], [4.2338, -19.0420, -3.7097], [5.4648, -18.6195, -3.3046], [4.2264, -19.0310, -4.7996], [3.9936, -20.0293, -3.3150], [3.5129, -18.2554, -3.4871], [5.6933, -17.8361, -3.8102], [3.7687, -11.7895, -3.1328], [4.9667, -12.3230, -2.6516], [3.8933, -10.8010, -3.5748], [3.3406, -12.4628, -3.8755], [3.1154, -11.6541, -2.2708], [4.7340, -13.1835, -2.2952], [6.3783, -10.0540, -10.2270], [7.6938, -10.4919, -10.5853], [6.3628, -9.6924, -9.1988], [6.0592, -9.1968, -10.8198], [5.5969, -10.8090, -10.3136], [7.7435, -11.3652, -10.1899], [3.5481, -13.3797, -12.2672], [2.8755, -14.5932, -11.9807], [4.2741, -13.4435, -13.0777], [2.7514, -12.7159, -12.6029], [4.0679, -12.9101, -11.4321], [3.3775, -15.0080, -11.2754], [8.4858, -17.1819, -6.6856], [8.3873, -18.0960, -7.7738], [7.6292, -17.2860, -6.0196], [9.3869, -17.3478, -6.0952], [8.3584, -16.1479, -7.0062], [8.2201, -18.9616, -7.3938], [6.1677, -19.6962, -15.0093], [6.2693, -19.0276, -13.7584], [5.5430, -19.0342, -15.6089], [7.1365, -19.7374, -15.5072], [5.6684, -20.6505, -14.8414], [5.4753, -19.2702, -13.2765]],
  "lowdin_charge": [-0.133, -0.139, 0.069, 0.078, 0.085, 0.026, -0.107, -0.139, 0.054, 0.080, 0.075, 0.026, -0.100, -0.138, 0.075, 0.078, 0.085, 0.096, -0.127, -0.119, 0.082, 0.073, 0.083, 0.104, -0.097, -0.140, 0.068, 0.072, 0.062, 0.021, -0.128, -0.133, 0.066, 0.088, 0.085, 0.035, -0.131, -0.142, 0.072, 0.079, 0.085, 0.017, -0.128, -0.122, 0.093, 0.072, 0.073, 0.095, -0.099, -0.162, 0.067, 0.084, 0.090, 0.002, -0.150, -0.120, 0.073, 0.089, 0.066, 0.050, -0.114, -0.120, 0.086, 0.059, 0.074, 0.088, -0.150, -0.136, 0.066, 0.081, 0.059, 0.009, -0.104, -0.144, 0.078, 0.069, 0.081, 0.034, -0.157, -0.124, 0.092, 0.055, 0.054, 0.072, -0.186, -0.115, 0.085, 0.073, 0.052, 0.008, -0.076, -0.156, 0.076, 0.055, 0.086, 0.085, -0.177, -0.124, 0.068, 0.072, 0.071, 0.001, -0.166, -0.116, 0.075, 0.064, 0.079, 0.082, -0.123, -0.145, 0.088, 0.070, 0.082, 0.030, -0.122, -0.145, 0.078, 0.073, 0.092, 0.027, -0.200, -0.122, 0.051, 0.090, 0.082, 0.017, -0.170, -0.120, 0.085, 0.059, 0.080, 0.075, -0.167, -0.125, 0.063, 0.074, 0.053, 0.011, -0.127, -0.141, 0.081, 0.087, 0.066, 0.024, -0.108, -0.118, 0.051, 0.092, 0.088, 0.031, -0.121, -0.157, 0.071, 0.086, 0.084, 0.028]
}

=====

[5]
{
  "formula": "C28H65N2O9P2",
  "method": "ωB97M-V with the def2-TZVPD basis set",
  "molar_mass_g_mol": 635.78,
  "total_charge": 1,
  "max_force_ev_per_a": 9.56,
  "energy_ev": -70058.535,
  "species": ["C", "C", "P", "C", "C", "C", "C", "C", "C", "O", "O", "C", "C", "P", "N", "O", "N", "H", "H", "H", "H", "H", "H", "H", "H", "H", "H", "H", "H", "H", "H", "H", "H", "H", "C", "C", "C", "O", "H", "H", "H", "H", "H", "H", "H", "H", "C", "C", "C", "O", "H", "H", "H", "H", "H", "H", "H", "H", "C", "C", "C", "O", "H", "H", "H", "H", "H", "H", "H", "H", "C", "C", "C", "O", "H", "H", "H", "H", "H", "H", "H", "H", "C", "C", "C", "O", "H", "H", "H", "H", "H", "H", "H", "H", "C", "C", "C", "O", "H", "H", "H", "H", "H", "H", "H", "H"],
  "xyz": [[-2.9009, -0.9703, 2.6219], [-1.6715, -1.2362, 1.5683], [-0.3219, 0.1143, 1.5404], [-0.7060, 1.5784, 2.7044], [0.5394, 2.0573, 3.6573], [1.3353, -0.7454, 1.9455], [1.7674, -1.3635, 3.4211], [3.2440, -2.1286, 3.5967], [3.7265, -2.7900, 5.0289], [4.7488, -3.6711, 5.0983], [2.9598, -2.4257, 6.2645], [4.2155, -2.2512, 2.2778], [3.6751, -1.5847, 0.8795], [4.7429, -1.6749, -0.7427], [3.6768, -2.4149, -1.9950], [6.1234, -2.7103, -0.4862], [2.3273, -0.9032, 0.7928], [-3.7351, -0.2286, 2.2093], [-2.4964, -0.5711, 3.6646], [-3.4216, -2.0141, 2.8586], [-1.1309, -2.2427, 1.9149], [-2.0746, -1.4136, 0.4696], [-0.9738, 2.5030, 2.0004], [-1.6585, 1.4230, 3.3932], [1.5607, 2.2102, 3.1000], [0.6774, 1.3573, 4.6029], [0.2293, 3.1207, 4.0998], [1.0005, -1.2567, 4.3268], [2.1117, -2.9711, 6.2562], [5.2407, -2.8140, 2.3796], [2.7682, -1.8646, -2.0480], [3.4303, -3.4066, -1.7515], [5.8433, -3.6624, -0.2700], [2.0468, -0.5261, -0.1577], [-5.4942, -1.1557, -2.0676], [-4.1497, -0.6903, -1.5318], [-3.5096, 0.3340, -2.4553], [-3.2812, -1.8121, -1.3967], [-5.3813, -1.6359, -3.0460], [-5.9374, -1.9017, -1.3991], [-6.1908, -0.3175, -2.1681], [-4.2812, -0.2556, -0.5349], [-3.3263, -0.0933, -3.4475], [-2.5371, 0.6508, -2.0634], [-4.1466, 1.2169, -2.5675], [-3.1587, -2.2045, -2.2771], [7.5515, -0.2966, -4.7689], [7.2597, 1.0821, -4.1985], [7.8231, 1.2316, -2.7943], [5.8503, 1.2914, -4.1666], [7.0910, -1.0797, -4.1562], [7.1295, -0.3940, -5.7749], [8.6288, -0.4823, -4.8214], [7.6902, 1.8492, -4.8514], [7.3723, 0.5027, -2.1115], [7.5948, 2.2243, -2.3918], [8.9086, 1.0918, -2.7875], [5.4595, 0.6147, -3.5892], [-9.4213, 1.1791, -2.0017], [-8.5164, 1.3436, -3.2123], [-8.9337, 2.5360, -4.0582], [-8.5689, 0.1605, -4.0053], [-10.4587, 1.0043, -2.3086], [-9.1168, 0.3099, -1.4090], [-9.3911, 2.0671, -1.3626], [-7.4797, 1.4712, -2.8823], [-9.9538, 2.4093, -4.4381], [-8.2813, 2.6347, -4.9325], [-8.8888, 3.4647, -3.4808], [-9.4859, 0.0392, -4.3028], [6.4719, -5.5755, -5.4670], [7.7524, -4.9197, -4.9753], [7.5375, -4.2109, -3.6475], [8.2036, -3.9784, -5.9456], [5.6861, -4.8290, -5.6282], [6.6385, -6.0712, -6.4294], [6.1073, -6.3171, -4.7494], [8.5355, -5.6779, -4.8653], [6.7895, -3.4159, -3.7442], [8.4643, -3.7332, -3.3120], [7.2049, -4.9115, -2.8753], [7.5145, -3.3013, -6.0498], [5.1967, -0.3873, 6.9393], [4.9049, 0.9914, 7.5097], [5.4683, 1.1408, 8.9139], [3.4955, 1.2007, 7.5416], [4.7363, -1.1705, 7.5521], [4.7747, -0.4847, 5.9333], [6.2740, -0.5730, 6.8868], [5.3354, 1.7585, 6.8568], [5.0175, 0.4119, 9.5968], [5.2401, 2.1336, 9.3165], [6.5538, 1.0011, 8.9207], [3.1048, 0.5239, 8.1191], [-10.5781, 5.2511, 1.0429], [-9.6732, 5.4155, -0.1676], [-10.0905, 6.6080, -1.0136], [-9.7256, 4.2325, -0.9606], [-11.6154, 5.0762, 0.7360], [-10.2735, 4.3819, 1.6357], [-10.5478, 6.1390, 1.6821], [-8.6364, 5.5432, 0.1624], [-11.1105, 6.4813, -1.3934], [-9.4381, 6.7067, -1.8878], [-10.0455, 7.5367, -0.4362], [-10.6426, 4.1111, -1.2581]],
  "lowdin_charge": [-0.181, -0.414, 0.935, -0.431, -0.189, -0.273, 0.071, 0.007, -0.246, 0.029, -0.031, 0.062, -0.249, 0.884, -0.207, -0.337, 0.007, 0.092, 0.069, 0.094, 0.092, 0.064, 0.097, 0.085, 0.082, 0.078, 0.097, 0.124, 0.137, 0.125, 0.046, 0.050, 0.088, 0.124, -0.046, -0.503, -0.058, -0.087, 0.091, 0.087, 0.066, 0.129, 0.086, 0.073, 0.084, 0.099, -0.065, -0.497, -0.064, -0.063, 0.059, 0.085, 0.089, 0.143, 0.063, 0.082, 0.084, 0.073, -0.059, -0.506, -0.059, -0.067, 0.085, 0.078, 0.055, 0.123, 0.084, 0.081, 0.070, 0.093, -0.066, -0.497, -0.076, -0.055, 0.080, 0.084, 0.078, 0.143, 0.058, 0.086, 0.073, 0.084, -0.068, -0.496, -0.061, -0.064, 0.078, 0.060, 0.090, 0.141, 0.084, 0.084, 0.084, 0.091, -0.064, -0.497, -0.063, -0.086, 0.083, 0.080, 0.082, 0.140, 0.083, 0.081, 0.082, 0.098]
}